Record 1
Computed, not measured: C31H34IN2O2PTl as an isolated structure, with ωB97M-V with the def2-TZVPD basis set.

Summary:
- Strongest force on any atom: 0.0072 Eh/bohr
- Charge: -1
- E_tot: -61859.4418 eV
- Relative energy (zero: lowest compared OMol25 entry of this formula, charge and spin): 9.7 kcal/mol

```
72
Properties=species:S:1:pos:R:3:forces:R:3
Tl 0.077768 -0.057539 0.423106 0.05 -0.10 0.17
O 3.194582 2.476783 -1.636056 -0.01 0.03 -0.02
C 2.511024 1.447804 -1.608058 0.14 0.02 0.34
O 2.326487 0.662906 -0.628736 -0.06 -0.02 -0.20
C 1.798171 1.054847 -2.915203 -0.09 -0.05 -0.18
P 0.019340 0.699190 -2.646019 0.01 -0.05 -0.06
C -0.658397 2.303210 -2.092626 -0.05 0.05 -0.05
C 0.027058 3.515391 -2.150977 -0.01 0.01 0.05
C -0.584551 4.682367 -1.706672 -0.02 -0.04 0.00
C -1.880383 4.652471 -1.207120 0.04 -0.01 0.03
C -2.562471 3.445493 -1.124155 0.04 -0.01 -0.03
C -1.947054 2.279399 -1.555814 -0.04 0.04 -0.02
C -0.540969 0.635032 -4.397025 0.05 0.00 0.02
C -0.156853 -0.483258 -5.140587 -0.04 -0.02 -0.02
C -0.484244 -0.594216 -6.482826 -0.01 0.02 0.03
C -1.221297 0.406927 -7.104267 0.01 0.00 0.03
C -1.632760 1.508081 -6.368801 0.01 -0.02 0.05
C -1.295104 1.622334 -5.024320 -0.03 0.01 -0.05
H 2.237806 0.115287 -3.261354 -0.02 0.00 -0.04
H 1.948002 1.812668 -3.683725 0.02 0.01 -0.01
H 1.049597 3.548268 -2.506671 0.00 0.00 0.00
H -0.041785 5.618821 -1.747555 0.00 0.00 0.01
H -2.350215 5.565053 -0.863720 0.00 0.02 0.02
H -3.565584 3.411455 -0.717152 0.00 0.00 0.01
H -2.473337 1.332116 -1.481464 0.01 0.00 0.01
H 0.400398 -1.279284 -4.657489 0.02 0.02 -0.01
H -0.168945 -1.465514 -7.043347 0.00 0.00 0.00
H -1.475631 0.325210 -8.153513 -0.01 -0.01 0.00
H -2.215273 2.289313 -6.841689 0.00 0.00 0.00
H -1.623087 2.488907 -4.463121 0.04 0.01 -0.01
C -3.768467 -5.290280 3.167476 0.00 0.02 -0.02
C -3.403972 -3.960878 2.549775 0.03 -0.04 -0.01
C -4.191303 -2.842609 2.792153 0.05 0.03 -0.03
C -3.847442 -1.632580 2.178392 -0.01 0.01 0.04
C -4.677073 -0.396068 2.423210 -0.01 -0.01 -0.01
C -2.740913 -1.563532 1.362134 0.05 -0.05 -0.03
C -1.860605 -2.669301 1.118145 -0.09 0.00 0.08
C -2.277424 -3.882855 1.739199 0.00 0.06 0.02
N -0.770711 -2.448895 0.356992 -0.02 0.04 -0.09
C 0.094364 -3.528040 -0.103420 0.02 -0.02 0.01
C 1.159904 -2.875491 -0.992218 -0.01 0.03 -0.03
C 0.846961 -4.248106 1.031069 0.04 0.00 0.02
C -0.658278 -4.537487 -0.985924 -0.02 -0.01 -0.01
H -4.607345 -5.186630 3.856911 0.00 0.00 0.00
H -2.926097 -5.713147 3.719278 0.00 0.00 0.00
H -4.050782 -6.016409 2.401011 0.00 0.01 0.00
H -5.070211 -2.911377 3.424415 0.00 0.00 0.00
H -5.719645 -0.651633 2.621538 0.00 0.00 -0.01
H -4.645552 0.280107 1.566853 0.01 -0.01 0.00
H -4.306473 0.159975 3.289633 -0.01 -0.01 0.01
H -2.540647 -0.627659 0.850202 -0.01 0.00 -0.02
H -1.707541 -4.788871 1.597879 -0.03 0.00 0.01
H 1.784828 -2.177589 -0.426754 -0.01 -0.01 0.00
H 0.678578 -2.317269 -1.799689 0.01 -0.01 0.02
H 1.821922 -3.627215 -1.430092 -0.01 0.00 0.00
H 1.351786 -3.505249 1.653177 0.01 -0.01 -0.01
H 1.605213 -4.921689 0.619752 -0.01 0.00 0.00
H 0.194892 -4.833571 1.675991 0.04 0.02 -0.01
H -1.144397 -4.000947 -1.804041 0.01 -0.01 0.00
H -1.429294 -5.078276 -0.439398 -0.01 0.01 0.00
H 0.033849 -5.269479 -1.413441 0.00 0.00 0.01
I -1.075999 6.510920 2.315182 0.01 0.04 -0.06
C -1.330378 4.506855 2.821470 0.07 -0.06 -0.05
C -2.290070 4.139952 3.748345 -0.04 0.04 0.04
C -2.402777 2.800854 4.078879 0.02 -0.08 0.01
C -1.541652 1.893889 3.476663 -0.08 0.00 -0.03
N -0.620339 2.249429 2.588295 -0.02 0.15 0.03
C -0.519615 3.532091 2.251397 -0.01 -0.03 0.11
H -2.931166 4.882978 4.204264 0.00 -0.01 -0.01
H -3.141559 2.465424 4.794557 0.00 -0.01 -0.01
H -1.601707 0.833949 3.703518 0.00 0.00 0.00
H 0.238105 3.785180 1.517488 -0.01 0.00 -0.02
```
Positions in Å, forces in eV/Å.

Atomic partial charges in e from the Löwdin method, atoms 1 to 6:
1 Tl 0.89
2 O -0.03
3 C -0.79
4 O -0.25
5 C -0.27
6 P 0.99

Record 2
Computed, not measured: C31H34N2SiV as an isolated structure in a non-equilibrium geometry, with ωB97M-V with the def2-TZVPD basis set.

Summary:
- Strongest force on any atom: 0.0280 Eh/bohr
- Charge: +1
- E_tot: -69238.4870 eV
- 2S+1: 3

```
69
Properties=species:S:1:pos:R:3:forces:R:3
V 0.375263 0.974046 0.264834 0.17 -1.43 0.10
N 1.583355 1.436258 1.835057 0.49 0.10 0.76
C 2.749483 1.900352 1.124201 0.33 0.34 -0.12
C 4.003960 1.368577 1.395521 -0.11 -0.23 -0.02
C 5.107433 1.773978 0.666848 0.02 -0.03 0.01
C 4.954672 2.717963 -0.338335 -0.02 0.06 -0.06
C 3.713507 3.278247 -0.581534 0.02 -0.07 0.03
C 2.587038 2.907990 0.157559 -0.08 -0.19 0.06
C 1.284505 3.611208 -0.014606 -0.09 0.28 0.00
C 1.298582 4.979853 -0.308205 0.09 -0.06 0.03
C 0.115943 5.682280 -0.440858 0.00 0.00 0.00
C -1.098449 5.025518 -0.286400 -0.05 -0.02 0.00
C -1.118357 3.669706 -0.001629 -0.04 0.14 -0.02
C 0.060622 2.937786 0.145085 0.05 0.55 -0.27
H 1.151617 2.189451 2.367147 -0.08 0.01 -0.01
H 1.817815 0.685879 2.477188 0.04 0.00 0.03
H 4.112766 0.637628 2.189594 0.00 0.00 -0.01
H 6.081437 1.357860 0.885038 -0.01 -0.01 0.00
H 5.805652 3.029134 -0.929154 0.01 -0.02 0.02
H 3.605542 4.017090 -1.363910 -0.01 0.02 0.01
H 2.246100 5.495983 -0.398547 -0.02 0.05 0.00
H 0.134768 6.743802 -0.649603 0.03 -0.01 -0.01
H -2.026180 5.574036 -0.387840 0.00 -0.01 0.01
H -2.080476 3.181733 0.107546 0.01 -0.04 0.00
C -1.303910 0.606338 1.336865 -0.56 -0.38 -0.56
Si -1.916751 -0.847971 0.300993 0.13 -0.18 0.36
C -0.610831 -2.159403 0.777848 -0.34 0.06 -0.13
N 0.727914 -1.503078 0.779954 -0.14 0.54 -0.30
C 1.561560 -1.972145 1.895581 0.04 -0.05 0.06
C 1.886365 -3.473780 1.810322 -0.05 0.10 -0.12
C 2.082689 -3.908122 0.347416 0.04 0.09 0.02
C 2.558267 -2.720602 -0.486226 -0.03 -0.01 0.11
C 1.485176 -1.618027 -0.490870 0.04 -0.21 -0.02
C -3.689065 -1.405924 0.521837 0.22 0.10 -0.12
C -4.590865 -1.423550 -0.544636 0.03 0.01 0.04
C -5.907196 -1.816761 -0.354896 -0.07 0.00 -0.01
C -6.344685 -2.190668 0.907093 0.01 0.02 -0.02
C -5.464261 -2.167660 1.979922 -0.03 -0.01 0.08
C -4.149376 -1.776939 1.787680 0.10 -0.04 -0.02
C -1.510379 -0.612241 -1.537582 -0.06 0.19 0.29
C -0.827905 0.510953 -2.009532 -0.21 -0.27 0.18
C -0.396064 0.607260 -3.327419 0.16 0.14 -0.04
C -0.643714 -0.435678 -4.203454 0.03 0.02 0.02
C -1.315100 -1.567862 -3.755420 -0.03 -0.07 0.05
C -1.733440 -1.658296 -2.436586 0.02 -0.02 -0.02
H -1.071688 0.257406 2.348237 0.02 -0.03 0.00
H -2.048232 1.399212 1.408095 0.07 0.08 -0.06
H -0.653055 -3.019463 0.104296 0.12 -0.07 0.07
H -0.826055 -2.531063 1.781831 0.06 -0.01 0.02
H 1.050075 -1.745172 2.833350 0.02 0.05 0.00
H 2.497292 -1.403790 1.876404 -0.02 0.06 -0.01
H 1.095236 -4.059551 2.277819 0.01 -0.01 0.02
H 2.799016 -3.654064 2.380652 -0.02 -0.02 0.04
H 1.149114 -4.289370 -0.068395 -0.03 -0.03 0.01
H 2.801872 -4.724123 0.288205 0.00 0.00 -0.01
H 2.770149 -3.018982 -1.512730 0.00 0.05 -0.01
H 3.493018 -2.343101 -0.064164 0.02 0.03 -0.04
H 0.780806 -1.795358 -1.301936 -0.02 0.05 0.02
H 1.993359 -0.652896 -0.697312 -0.01 0.05 -0.08
H -4.268185 -1.117891 -1.532308 -0.01 -0.01 -0.02
H -6.594158 -1.825176 -1.191432 0.00 0.00 0.01
H -7.373373 -2.491055 1.057227 0.01 -0.01 0.00
H -5.807102 -2.447933 2.967638 0.01 -0.01 -0.01
H -3.469015 -1.761102 2.633504 -0.04 0.00 0.03
H -0.718899 1.387259 -1.363104 -0.27 0.32 -0.32
H 0.114566 1.499105 -3.669494 0.00 0.00 0.01
H -0.323473 -0.366872 -5.234265 0.00 0.00 0.00
H -1.514321 -2.383716 -4.438485 0.01 0.01 -0.01
H -2.241964 -2.554524 -2.097540 -0.02 -0.01 -0.05
```
Positions in Å, forces in eV/Å.

Atomic partial charges in e from the Löwdin method, atoms 1 to 6:
1 V 0.83
2 N 0.03
3 C -0.25
4 C -0.03
5 C -0.06
6 C -0.05

Record 3
Computed, not measured: C31H34N3OW as an isolated structure in a non-equilibrium geometry, with ωB97M-V with the def2-TZVPD basis set.

Summary:
- Strongest force on any atom: 0.0635 Eh/bohr
- Charge: +3
- E_tot: -41017.4480 eV
- 2S+1: 3
- Relative energy (zero: lowest compared OMol25 entry of this formula, charge and spin): 15.3 kcal/mol

```
70
Properties=species:S:1:pos:R:3:forces:R:3
W -0.805850 0.335573 0.923389 -0.46 0.84 -3.12
C 1.984250 -1.987527 2.465789 -0.05 0.07 0.12
C 0.883750 -1.702727 3.499189 0.12 -0.33 -0.32
C 0.131750 -2.982427 3.865889 0.03 0.29 0.06
C -0.005150 -0.569227 3.038289 -0.21 0.27 0.30
C 0.549850 0.726273 2.756189 -0.34 0.25 0.88
C -0.292850 1.867773 2.619389 0.18 -0.34 0.92
C -1.708150 1.739573 2.716489 0.09 -0.13 0.37
C -2.573150 2.949073 2.819589 -0.14 0.18 -0.22
C -2.258150 0.440173 2.768589 0.08 0.07 1.00
C -1.410250 -0.703627 2.930689 0.08 0.32 0.84
H 2.500950 -2.903227 2.738489 0.08 -0.04 -0.01
H 2.722850 -1.190427 2.438789 0.09 0.08 -0.13
H 1.567150 -2.110827 1.462989 0.04 -0.06 0.04
H 1.370350 -1.340327 4.414989 -0.09 0.15 -0.10
H -0.294150 -3.476127 2.993089 -0.08 -0.04 -0.10
H -0.649450 -2.797627 4.599489 -0.13 -0.04 0.06
H 0.827450 -3.676227 4.329189 0.07 -0.06 -0.03
H 1.617950 0.881573 2.902389 -0.15 -0.07 -0.45
H 0.155050 2.859973 2.667089 -0.05 -0.19 -0.44
H -2.176850 3.790373 2.252889 0.01 -0.03 -0.04
H -2.616450 3.263973 3.866889 0.09 -0.09 0.02
H -3.597350 2.752173 2.508789 0.00 -0.02 -0.04
H -3.327550 0.319673 2.939089 0.17 -0.02 -0.39
H -1.874950 -1.649727 3.202689 0.10 0.08 -0.46
C -1.906150 3.219773 -2.251111 0.18 0.21 -0.01
C -2.287350 2.112673 -1.338411 -0.71 -0.19 -0.56
O -1.661050 1.901073 -0.258611 0.51 -0.65 1.01
N -3.326850 1.356973 -1.661811 0.21 0.10 0.13
C -3.841750 0.332273 -0.767811 0.07 -0.14 0.29
C -3.104550 -0.986927 -0.871711 -0.23 0.25 0.10
C -3.656350 -2.025627 -1.609811 0.28 0.08 0.17
C -3.035950 -3.265127 -1.640711 0.22 0.24 0.26
C -1.885450 -3.432427 -0.877211 -0.16 0.14 -0.06
C -1.385950 -2.357227 -0.174111 0.27 -0.09 0.12
N -1.947450 -1.123727 -0.180211 -0.45 -0.94 -0.31
H -1.493250 4.053273 -1.685011 -0.06 -0.06 0.04
H -2.740650 3.565973 -2.856411 -0.07 -0.05 0.04
H -1.118450 2.872273 -2.922711 0.05 -0.08 0.02
H -3.829950 1.533573 -2.523911 0.15 0.13 0.10
H -4.895350 0.170273 -1.002311 0.14 0.08 0.06
H -3.770050 0.713173 0.265489 -0.16 -0.14 -0.37
H -4.576550 -1.862627 -2.147911 -0.11 0.06 -0.04
H -3.447350 -4.079327 -2.215811 -0.06 -0.10 -0.06
H -1.385750 -4.385727 -0.827011 0.09 -0.09 0.04
H -0.492750 -2.471427 0.441789 -0.17 -0.01 -0.24
N 0.520550 0.022073 -0.307611 -0.47 -0.11 1.16
C 1.513550 0.130673 -1.101711 1.27 0.31 -0.98
C 2.614750 -0.820727 -1.208011 -0.05 -0.37 0.21
C 2.411750 -2.205327 -1.164911 -0.02 0.18 -0.01
C 3.490150 -3.062027 -1.251011 -0.04 -0.08 0.02
C 4.782950 -2.554027 -1.334011 -0.12 0.17 0.01
C 4.991450 -1.179427 -1.363511 0.14 -0.13 0.03
C 3.918350 -0.315327 -1.327711 -0.23 0.09 0.09
C 1.624950 1.340273 -1.934811 -0.29 0.09 0.08
C 1.306350 2.591973 -1.404411 0.07 -0.04 0.15
C 1.535050 3.727473 -2.159611 0.03 0.00 0.08
C 2.032350 3.617373 -3.453411 -0.04 -0.07 0.06
C 2.293050 2.369873 -4.001511 0.00 -0.10 -0.01
C 2.108050 1.229873 -3.241811 -0.08 0.06 0.05
H 1.401550 -2.588427 -1.143311 -0.09 -0.11 0.06
H 3.329150 -4.129027 -1.257911 0.01 -0.10 -0.01
H 5.623050 -3.228827 -1.383011 0.09 -0.06 -0.01
H 5.992950 -0.779427 -1.409611 0.08 -0.01 -0.06
H 4.074150 0.753873 -1.347811 0.08 0.02 -0.01
H 0.943250 2.656273 -0.378411 0.10 0.12 -0.23
H 1.352350 4.703773 -1.742211 -0.03 0.16 0.08
H 2.228950 4.504573 -4.032211 -0.01 0.15 -0.08
H 2.659950 2.280873 -5.011611 0.05 0.03 -0.11
H 2.319250 0.256373 -3.654811 0.08 -0.10 -0.06
```
Positions in Å, forces in eV/Å.

Atomic partial charges in e from the Löwdin method, atoms 1 to 6:
1 W 1.68
2 C -0.03
3 C -0.35
4 C -0.04
5 C -0.22
6 C -0.07

Question: Which value of strongest force on any atom does entry 3 give?
Answer: 0.0635 Eh/bohr